No. 1
The following is a DFT calculation (the ωB97M-V functional and the def2-TZVPD basis) of C24H42LaO2P2 as an isolated structure at a distorted geometry.

Structure (XYZ):
```
71
Properties=species:S:1:pos:R:3:forces:R:3:lowdin_charge:R:1
La -1.981001 0.540330 0.963166 -1.3625 1.3735 0.6940 1.873
C -1.681165 2.806699 2.401501 -0.5782 0.3985 -0.7433 -0.361
C -1.475785 3.216708 1.043453 -0.9766 -0.2162 0.5480 -0.354
C -3.709128 2.689146 1.311232 0.7093 0.1539 0.0437 -0.331
C -3.067491 2.499118 2.560273 0.5686 0.2613 -0.5330 -0.337
C -2.737069 3.136663 0.372489 0.3917 -0.1949 0.7599 -0.338
C -0.665878 2.793625 3.485671 0.3275 -0.0287 0.5598 -0.050
H 0.348345 2.687089 3.087509 -0.0776 0.0777 0.0954 0.066
H -0.829714 1.961390 4.186505 0.0646 0.2215 -0.1133 0.083
H -0.700773 3.724156 4.074500 0.0816 -0.2520 -0.1286 0.100
C -3.745194 2.080897 3.816837 -0.1748 -0.2762 0.4370 -0.028
H -3.117731 2.292059 4.692538 -0.2208 -0.0750 -0.1910 0.084
H -3.963469 1.000890 3.814732 -0.0610 0.2216 0.1742 0.081
H -4.700541 2.610388 3.944717 0.2600 -0.1571 -0.0110 0.093
C -5.151438 2.443134 1.043882 -0.3846 -0.1454 -0.1025 -0.029
H -5.806259 3.053945 1.679943 0.1724 -0.1047 -0.1124 0.095
H -5.401488 1.391724 1.236180 -0.1983 0.1394 -0.0590 0.083
H -5.395515 2.667079 0.001660 -0.0732 -0.0663 0.1710 0.077
C -3.000955 3.476231 -1.049782 -0.1947 0.1032 -0.5798 -0.049
H -3.385192 4.501549 -1.173187 0.1270 -0.2738 0.0440 0.100
H -3.747883 2.797417 -1.484848 0.1358 0.2028 -0.0058 0.077
H -2.090316 3.388260 -1.650804 -0.1190 0.0880 -0.0004 0.065
C -0.205782 3.708193 0.453106 0.4411 0.2016 -0.2222 -0.045
H -0.153556 4.806560 0.504215 0.1190 -0.2713 -0.0652 0.101
H -0.109637 3.420385 -0.602093 -0.0017 0.1331 0.1085 0.063
H 0.666644 3.304778 0.979531 -0.0623 0.1425 -0.0344 0.064
C 3.270688 -3.260441 -0.197509 0.8592 0.3666 0.5804 -0.114
C 4.060801 -2.203565 0.066611 0.0466 -1.0898 0.5060 -0.149
C 4.995679 -1.530623 -0.894788 0.2484 0.1220 -0.3770 -0.174
C 4.571503 -1.613656 -2.387643 0.9524 0.0456 0.2306 -0.183
C 3.135211 -1.301828 -2.656944 -0.7748 -0.4005 -0.6270 -0.109
C 2.149681 -2.212724 -2.798322 0.8180 0.6633 -0.7841 -0.158
C 2.276320 -3.677989 -2.538141 0.2417 -0.6466 0.1281 -0.170
C 3.306896 -4.083967 -1.441700 -0.3263 -0.5860 -0.7654 -0.181
H 6.003923 -1.977848 -0.787249 -0.3626 0.2325 -0.0299 0.129
H 4.863975 -2.596833 -2.795057 -0.2354 0.6403 0.0504 0.107
H 5.116874 -0.463273 -0.631260 -0.1107 -0.4081 0.0662 0.113
H 4.318594 -4.113601 -1.880554 -0.5171 -0.0825 0.4007 0.107
H 2.675514 -3.704994 0.603792 0.2988 0.2428 -0.1103 0.088
H 4.181107 -1.891254 1.116443 -0.3902 -0.0068 -0.4875 0.115
H 3.054567 -5.120402 -1.140967 0.2611 0.4435 -0.2539 0.122
H 1.296657 -4.105380 -2.254180 0.2585 0.2989 -0.1877 0.113
H 1.217188 -1.937633 -3.310417 0.2398 0.1315 0.5681 0.088
H 2.562123 -4.173859 -3.485578 -0.1941 0.0553 0.3396 0.129
H 5.170163 -0.854889 -2.930711 -0.2215 -0.4689 0.2016 0.123
H 2.953531 -0.242190 -2.875812 -0.1590 -0.4208 -0.0058 0.100
P 0.644415 -0.566652 1.130851 0.3740 0.2066 -0.1069 0.735
C 0.840506 -2.059138 2.131300 0.0437 -0.4078 0.2193 -0.250
C 2.253541 0.251116 0.938759 0.4735 -0.1149 -0.3170 -0.252
P -0.854601 -0.069817 -1.620454 0.3278 -0.2738 -0.1852 0.739
C 0.215732 -1.220271 -0.569105 0.1214 0.1822 -0.0451 -0.514
C 0.294620 0.748950 -2.757521 0.3545 0.0963 -0.1844 -0.260
C -1.824132 -1.217663 -2.643429 -0.1799 -0.1646 -0.1806 -0.260
H -0.162549 -2.438659 2.390063 0.3681 0.1697 -0.0750 0.042
H 1.365930 -1.815471 3.066056 -0.1518 -0.0679 -0.2708 0.066
H 1.391477 -2.827691 1.582258 -0.1268 0.1840 0.2800 0.015
H 2.954653 -0.401532 0.397124 -0.3500 0.4208 0.2743 -0.002
H 2.664455 0.477364 1.932956 -0.1457 -0.0131 -0.2577 0.064
H 2.148877 1.190979 0.377554 -0.1177 -0.2092 0.2337 0.043
H -1.149713 -1.902487 -3.164130 -0.1811 -0.0217 -0.0557 0.043
H -2.416301 -0.649694 -3.380188 0.2659 -0.1892 0.2728 0.062
H -2.525243 -1.789654 -2.013843 0.2828 0.2291 -0.1811 0.043
H -0.270926 -2.202476 -0.478032 -0.0227 0.2432 0.0340 0.073
H 1.171693 -1.387820 -1.081391 -0.2518 -0.0347 0.0799 0.008
H -0.269916 1.295839 -3.524190 0.0786 -0.1265 0.2328 0.062
H 0.955316 0.021566 -3.240628 -0.2377 0.2985 0.0026 0.011
H 0.910632 1.472455 -2.204627 -0.1714 -0.1731 -0.1437 0.046
O -2.605932 -1.289948 2.426548 -0.8920 -0.9802 -0.5401 -0.235
C -3.442972 -1.747117 1.567808 0.3961 0.9574 0.0331 -0.468
O -3.618340 -1.175732 0.435872 -0.1777 -0.9962 0.7682 -0.232
H -4.044246 -2.627910 1.827445 0.0738 -0.0040 -0.0640 0.142
```
Positions in Å, forces in eV/Å.

Results
**Total charge**: +1
**Maximum force**: 2.06 eV/Å
**Orbital gap**: 0.282 hartree
**E_LUMO**: -2.741 eV
**Total energy**: -49097.818 eV

No. 2
The following is a DFT calculation (the ωB97M-V functional and the def2-TZVPD basis) of a 3-piece molecular cluster, C24H42N2O7S overall at a distorted geometry.

Structure (XYZ):
```
76
Properties=species:S:1:pos:R:3:forces:R:3:lowdin_charge:R:1
N 5.690290 -4.125585 3.376474 -2.1510 -1.1110 3.5434 -0.098
O 6.884360 -3.969272 2.754480 1.2561 1.2268 -3.0686 -0.402
S 6.688224 -2.537625 1.787428 3.7327 0.0251 -3.2790 1.051
O 7.888065 -2.607476 0.768838 -4.7001 -0.0582 3.5181 -0.467
O 5.187381 -2.731561 1.002558 1.3302 0.1320 -0.0773 -0.403
C 4.914454 -1.656748 0.035949 0.2747 1.7085 -1.4122 -0.250
C 4.482018 -0.219368 0.694935 -0.3785 0.0456 0.1420 -0.178
C 3.084223 -0.237678 1.551340 -0.3010 0.8914 0.4736 -0.204
C 1.722342 -0.419365 0.630676 -0.2711 0.3326 0.3610 -0.187
C 0.853347 0.988110 0.470909 -0.2005 0.0308 0.0495 -0.219
C -0.602538 0.929148 1.291691 0.5799 0.8557 -1.2333 -0.201
C -1.732890 0.549358 0.166799 -0.7155 0.1521 0.5860 -0.211
C -2.968343 -0.390693 0.724721 -0.5769 0.0511 -0.5926 -0.206
C -4.198082 0.500244 1.384022 -0.0878 -0.2755 -0.6223 -0.201
C -5.697863 -0.175336 1.114574 -0.1346 1.2479 0.6942 -0.208
C -6.052849 -1.324583 2.231529 -0.8299 0.5343 0.3249 -0.200
C -6.663836 -2.723160 1.597455 1.2575 0.9228 -0.1257 -0.150
N -5.454112 -3.447912 0.971191 2.7493 -2.5257 -2.5991 -0.171
C -5.471684 -3.988856 -0.456623 4.2936 -1.2453 0.5434 -0.072
C -4.006931 -4.662015 -0.841349 -2.1119 2.5649 5.0639 -0.084
C -3.120799 -4.502378 0.529891 -5.3760 1.8192 -0.3654 -0.086
C -4.106193 -3.746199 1.601693 0.6383 -1.6226 -3.7281 -0.084
H 5.594625 -5.148341 3.628042 0.2577 1.4700 -0.6476 0.118
H 5.807966 -3.635344 4.299825 -0.3856 -0.7063 -0.8932 0.099
H 5.871805 -1.446129 -0.644232 -1.9268 -0.6488 1.5248 0.127
H 4.071519 -2.035275 -0.694734 1.6256 0.5110 1.7584 0.134
H 5.338955 0.209251 1.403557 -1.7262 -1.0145 -1.6565 0.122
H 4.323706 0.536297 -0.211765 0.4653 -1.6057 2.0021 0.106
H 3.095880 -0.990810 2.474533 0.1399 1.3861 -2.2359 0.118
H 2.983743 0.842187 2.049890 0.3305 -2.3006 -1.0257 0.111
H 0.995758 -1.167159 1.201765 1.6314 1.3138 -1.5486 0.112
H 1.992721 -0.798557 -0.462470 -0.5790 0.5611 2.4544 0.106
H 1.426959 1.936684 0.847042 -0.6876 -1.9443 -0.6965 0.095
H 0.651219 1.152410 -0.688697 0.2905 -0.2228 2.5131 0.102
H -0.548399 0.206543 2.210439 -0.1499 1.2164 -1.8550 0.108
H -0.823964 2.025263 1.693974 0.3807 -2.3672 -0.6880 0.104
H -2.220283 1.578289 -0.180341 1.0289 -2.2057 0.4949 0.104
H -1.229669 0.054165 -0.782999 -1.0265 0.8784 2.1134 0.113
H -3.431629 -0.918203 -0.228720 0.9379 0.8787 2.0097 0.112
H -2.616378 -1.240024 1.471830 -0.5726 1.8128 -1.6531 0.101
H -4.157664 1.556757 0.865461 -0.2232 -2.0172 1.0956 0.105
H -4.068945 0.641035 2.541413 -0.1875 -0.2036 -2.1845 0.110
H -6.476790 0.711209 1.294452 1.6276 -1.9177 -0.5306 0.112
H -5.834362 -0.512502 0.000174 0.4601 0.3988 2.1793 0.111
H -5.092197 -1.474140 2.887853 -1.9239 -0.1738 -1.3143 0.095
H -6.878038 -0.871416 2.964629 1.7427 -1.0434 -1.5600 0.117
H -7.367523 -2.452409 0.686835 1.3529 -0.6792 2.0656 0.130
H -7.209684 -3.380238 2.410967 1.2094 1.2673 -1.7764 0.127
H -6.375244 -3.963076 -1.235548 2.0411 0.2495 2.4320 0.106
H -3.658759 -5.141958 -1.852983 -1.0048 1.1498 2.3072 0.072
H -2.023186 -4.869766 0.703401 -2.5315 0.9310 -0.2249 0.073
H -3.840164 -3.464180 2.713315 -0.8662 -0.5774 -2.6718 0.104
O 4.120971 2.248563 -1.741569 -0.7125 -1.0475 -1.5315 0.085
C 4.018191 1.613117 -2.777824 0.2465 0.9057 1.8255 -0.463
O 2.910208 0.900910 -3.137440 0.3461 0.5954 0.6193 0.017
C 3.178465 0.197982 -4.349756 -0.3462 -0.5467 -0.5063 -0.169
C 4.315324 0.943365 -4.998506 0.3100 0.0239 -0.8813 -0.167
C 5.090991 1.459532 -3.813045 0.1233 0.2025 -0.4784 -0.083
H 3.445741 -0.834866 -4.102870 -0.0312 0.0721 0.0033 0.130
H 2.283193 0.191889 -4.978303 0.0258 -0.0139 0.3299 0.130
H 4.909377 0.320573 -5.672585 -0.1612 0.0477 0.0767 0.122
H 3.922707 1.788696 -5.576677 0.0464 -0.1684 0.0598 0.124
H 5.826797 0.731685 -3.459998 0.0196 0.1605 0.0874 0.137
H 5.567755 2.417749 -4.031972 0.0996 -0.2140 0.3759 0.134
O -3.653860 4.186243 -1.195304 1.4833 0.7724 1.1706 0.093
C -2.602276 4.642804 -0.778288 -1.9641 -0.5858 -0.8428 -0.469
O -2.453827 5.248271 0.436439 -0.4904 -0.4744 -0.4864 0.026
C -1.125110 5.756224 0.547228 0.4114 0.4050 0.4766 -0.170
C -0.310478 4.956960 -0.435865 0.9260 -0.1601 -0.0647 -0.164
C -1.306022 4.665852 -1.530194 0.4823 -0.2636 -0.0129 -0.086
H -1.138072 6.824132 0.305216 -0.0258 -0.0642 0.0266 0.129
H -0.766219 5.629506 1.572781 -0.2939 0.0602 -0.1025 0.129
H 0.581589 5.483925 -0.784684 -0.1069 -0.0532 0.1330 0.123
H 0.011551 4.016321 0.027286 -0.0112 0.1465 -0.0572 0.104
H -1.338602 5.466568 -2.274241 -0.1005 -0.1461 -0.0445 0.136
H -1.108955 3.702388 -2.005917 -0.2850 0.2471 -0.1601 0.129
```
Positions in Å, forces in eV/Å.

Results
**Maximum force**: 6.06 eV/Å
**Orbital gap**: 0.296 hartree
**E_LUMO**: 0.495 eV
**Total energy**: -53703.307 eV

Calculated ΔE to the lowest compared entry with this formula, charge and spin, 0.0, 214.8 kcal/mol (same order as the records).